# C20H36Br6O12S2

A molecular structure, C20H36Br6O12S2 at a distorted geometry (ωB97M-V/def2-TZVPD, OMol25).

Structure (XYZ):
```
76
Properties=species:S:1:pos:R:3:forces:R:3:mulliken_charge:R:1
O 6.032908 1.520415 -6.632707 -0.093 -0.094 -0.148 -0.5713
C 5.782724 1.607668 -5.470752 -0.488 -0.126 0.083 0.3483
O 6.732178 1.927237 -4.562567 0.691 0.162 0.012 -0.3734
C 6.204235 1.796903 -3.251001 -0.800 -0.105 0.258 -0.1664
C 4.734369 2.135862 -3.404922 -0.549 -0.565 -0.570 -0.1838
C 4.419995 1.490146 -4.757869 0.383 0.196 -0.472 -0.3532
H 6.674475 2.452756 -2.522058 0.490 -0.020 -0.328 0.3247
H 6.290733 0.745568 -2.964290 0.173 0.108 0.236 0.0937
H 4.562830 3.201546 -3.557111 0.116 0.099 0.624 0.3047
H 4.158245 1.700637 -2.590985 -0.162 0.373 0.047 0.0897
H 3.713148 2.025519 -5.391085 -0.088 0.108 0.201 0.3060
H 4.049460 0.465098 -4.706411 0.393 -0.141 0.058 0.2117
O 3.552522 -2.613041 -2.565009 0.623 0.163 0.474 -0.6502
C 4.141875 -2.113461 -1.638163 -2.166 -0.596 -0.131 0.4815
O 4.996241 -1.108485 -1.804726 1.188 1.169 -0.222 -0.3077
C 5.675799 -0.817785 -0.551315 -0.524 -0.600 0.257 -0.3698
C 4.609220 -1.179146 0.468657 0.821 -1.603 1.743 -0.3456
C 3.946308 -2.403319 -0.137050 -0.063 0.357 -1.584 -0.2837
H 6.066873 0.189859 -0.437167 -0.395 0.225 -0.680 0.3603
H 6.535815 -1.490614 -0.533513 -0.031 -0.040 0.332 0.2851
H 3.869331 -0.427093 0.726072 0.108 0.347 -0.492 0.1484
H 5.027146 -1.524391 1.422783 0.296 0.554 -0.041 0.2821
H 2.897297 -2.468844 0.135025 -0.087 -0.184 -0.337 0.0689
H 4.402528 -3.389828 -0.024356 0.259 0.210 0.672 0.3393
O -1.060842 2.477787 4.705158 -0.043 0.253 0.274 -0.5876
C -1.541440 2.993844 3.740200 1.241 -0.851 -0.045 0.3245
O -2.681904 3.699651 3.768154 -0.701 -0.048 -0.317 -0.3655
C -3.170817 3.787163 2.412952 -0.164 0.194 -0.004 -0.2950
C -1.911252 3.812367 1.592262 0.089 0.989 -1.979 0.0037
C -0.980049 2.881746 2.306221 -0.863 0.038 1.006 0.1521
H -3.791231 4.673366 2.296878 0.108 0.066 0.225 0.3403
H -3.791905 2.917880 2.172931 0.095 -0.107 0.254 0.0940
H -1.535465 4.838704 1.507676 0.170 -0.051 0.587 0.2184
H -2.075589 3.593037 0.532486 -0.244 -0.470 0.172 -0.0615
H 0.073704 3.134860 2.276008 0.034 -0.082 0.046 0.4040
H -1.145121 1.839583 2.021637 0.200 0.009 -0.146 -0.1692
O -2.719652 -3.608977 5.822268 -0.094 -0.054 -0.984 -0.6398
S -2.654223 -2.812815 4.628721 0.531 0.929 0.306 1.1745
O -3.142788 -1.454366 4.683102 0.182 -0.964 -0.486 -0.6027
O -1.070737 -2.788476 4.255612 -1.609 -0.460 -0.174 -0.4161
C -0.554725 -1.747042 3.405436 1.880 -0.123 0.891 0.2245
C 0.975625 -1.913299 3.658873 -1.310 0.108 0.081 -1.4970
C -3.333244 -3.725339 3.206504 0.461 -0.165 1.158 -0.7852
H -0.874653 -0.802123 3.841620 -0.145 0.154 -0.476 0.3051
H -0.776756 -1.846740 2.344584 -0.565 -0.169 0.103 0.1607
H 1.040476 -1.895016 4.745737 0.532 0.434 -0.021 0.4429
H 1.514229 -1.108641 3.161337 0.250 -0.029 0.221 0.3994
H 1.344355 -2.898347 3.374246 -0.100 0.074 -0.397 0.3030
H -2.526249 -4.420530 2.979927 -0.143 -0.051 -0.264 0.3851
H -3.609573 -3.101874 2.365575 0.155 0.280 0.072 0.0314
H -4.180123 -4.288345 3.594487 -0.073 0.106 -0.042 0.4853
O -2.790790 -0.143936 1.199975 -0.347 -0.646 -0.576 -0.4370
S -3.460607 -0.526745 -0.009365 -0.976 -0.369 -0.956 1.2099
O -2.792399 -0.483234 -1.290548 -0.073 0.326 0.674 -0.7453
O -3.993357 -2.083349 0.124365 1.068 1.913 0.642 -0.1300
C -4.426824 -2.764912 -1.075251 -1.107 -0.079 0.719 -0.2063
C -4.705485 -4.187175 -0.626391 -0.431 -0.130 0.390 -1.2178
C -5.027362 0.439929 -0.117142 0.675 -1.682 -0.276 -1.0095
H -3.741162 -2.674425 -1.913783 0.264 0.061 0.292 0.3375
H -5.385339 -2.291518 -1.314669 0.135 -0.122 -0.514 0.2501
H -5.580451 -4.255677 0.027622 -0.265 0.381 -0.368 0.3194
H -3.954705 -4.596907 0.050701 0.597 -0.016 -0.686 0.2977
H -4.900442 -4.800529 -1.505304 0.239 -0.236 0.160 0.3746
H -4.830159 1.436902 -0.495727 0.210 0.126 0.493 0.1861
H -5.487895 0.321012 0.858893 0.013 0.547 0.084 0.3510
H -5.655258 -0.064906 -0.852781 0.088 -0.038 -0.024 0.3635
C -1.908280 3.825793 -3.468947 -1.156 0.133 -0.663 -0.2221
Br -1.810155 5.628660 -2.823430 0.334 -0.051 -0.103 0.0113
Br -2.387868 3.790785 -5.404794 0.490 -0.045 1.112 -0.0471
Br -3.293606 2.910378 -2.455719 0.215 -0.126 -0.215 0.0283
H -0.983570 3.296004 -3.291380 0.080 0.100 -0.200 0.2082
C 0.298541 0.599180 -1.331054 0.535 0.045 0.189 -0.2029
Br 0.803989 -0.306193 0.295649 -0.261 -0.223 0.069 0.0229
Br 1.624880 0.193329 -2.685128 -0.593 0.131 0.082 -0.0095
Br 0.195029 2.474740 -0.926628 0.150 0.274 -0.267 -0.0411
H -0.703052 0.301499 -1.619222 0.149 -0.280 -0.112 0.2395
```
Forces are in eV/Å.

LUMO: -0.474 eV
gap between HOMO and LUMO: 9.52 eV

***

# C46H47ClN4O4P2V

A molecular structure, C46H47ClN4O4P2V (ωB97M-V/def2-TZVPD, OMol25).

Structure (XYZ):
```
105
Properties=species:S:1:pos:R:3:forces:R:3:mulliken_charge:R:1
V 0.382392 -0.578836 1.353341 0.460 -0.488 -0.134 -0.4264
C 0.880647 1.454929 -2.118464 0.310 0.187 0.011 -0.1253
P -0.526117 2.667550 -2.261452 0.017 0.012 0.108 0.6796
C -1.363253 2.065937 -3.776974 -0.030 -0.042 0.029 0.1876
C -0.771605 1.231837 -4.721397 0.037 -0.026 -0.029 0.2961
C -1.464029 0.845456 -5.860089 0.038 -0.042 -0.034 -0.7567
C -2.764996 1.278721 -6.067854 -0.073 -0.014 -0.023 -0.5808
C -3.369139 2.101666 -5.128863 -0.057 -0.007 -0.055 -0.7231
C -2.673129 2.485726 -3.994299 -0.024 0.000 0.033 -0.6423
C 0.347323 4.129789 -2.954790 0.045 -0.064 -0.044 0.3944
C 0.482907 4.384248 -4.318545 -0.020 0.004 -0.006 -0.7674
C 1.180842 5.494969 -4.768790 0.001 0.017 -0.030 -0.7324
C 1.762894 6.367799 -3.862264 0.015 0.043 0.006 -0.5655
C 1.632642 6.128855 -2.502367 0.023 0.023 0.004 -0.9827
C 0.922610 5.025663 -2.054983 0.035 -0.023 0.013 0.0335
C 1.630909 1.648551 -0.836793 -0.105 -0.031 0.036 -1.1490
C 2.709467 2.491627 -0.634086 -0.071 -0.149 0.030 -0.8385
C 2.956892 2.503148 0.755857 0.135 0.035 0.127 -1.7920
C 2.023015 1.665845 1.328733 -0.404 0.308 -0.082 0.4205
C 1.593190 1.582747 2.775882 -0.038 0.269 0.141 -1.7809
P -0.240521 1.297558 2.781225 0.179 -0.008 0.223 2.6518
C -1.023693 2.878681 2.359510 -0.031 -0.013 -0.043 0.3245
C -2.322475 3.108874 2.813927 -0.054 0.005 0.011 -0.8393
C -2.998370 4.263185 2.455415 0.019 0.018 -0.004 -0.7050
C -2.378801 5.205925 1.645531 -0.104 0.016 0.036 -0.7007
C -1.089244 4.982716 1.194809 0.062 0.000 -0.058 -0.5757
C -0.412329 3.818862 1.533811 -0.013 0.026 0.023 -0.0976
C -0.697818 1.053657 4.519721 0.015 0.059 0.023 -0.1367
C -0.176204 1.834849 5.549303 -0.004 0.023 -0.031 -0.2884
C -0.571869 1.621067 6.859006 0.014 0.014 0.008 -0.7692
C -1.502333 0.631389 7.148560 -0.022 -0.019 0.026 -0.5110
C -2.028397 -0.147324 6.129746 -0.006 -0.009 0.012 -0.7658
C -1.621878 0.057735 4.818739 -0.020 -0.046 0.009 -0.1011
N 1.199162 1.128954 0.357826 0.204 0.022 -0.097 0.7604
H 1.555614 1.573350 -2.973601 -0.005 0.036 0.087 1.0587
H 0.436761 0.471582 -2.193332 -0.118 -0.084 0.061 -0.2548
H 0.245527 0.892009 -4.571107 -0.014 0.011 -0.022 0.2749
H -0.980835 0.222672 -6.606094 0.021 -0.006 -0.008 0.5001
H -3.305467 0.979382 -6.956498 -0.003 0.006 -0.025 0.3934
H -4.383993 2.444544 -5.280305 -0.027 -0.004 -0.006 0.4016
H -3.154951 3.119178 -3.258233 0.013 0.007 0.012 0.4002
H 0.031393 3.716077 -5.040064 0.015 0.009 -0.022 0.3414
H 1.268136 5.678685 -5.832389 0.005 0.001 -0.006 0.4150
H 2.310290 7.233228 -4.213313 0.002 0.004 -0.001 0.3675
H 2.082148 6.803152 -1.784745 0.009 0.013 0.003 0.4480
H 0.832493 4.844692 -0.993653 -0.019 -0.035 0.074 0.5241
H 3.234405 3.040756 -1.399151 0.032 0.041 -0.043 0.6408
H 3.702195 3.077918 1.283585 0.017 0.023 0.019 0.4941
H 1.844885 2.519335 3.283545 0.035 -0.076 0.009 0.5811
H 2.037540 0.759454 3.344268 -0.015 0.031 -0.017 0.4257
H -2.811312 2.385445 3.455845 0.015 -0.027 -0.012 0.4585
H -4.005960 4.426314 2.815336 -0.015 0.016 -0.002 0.4199
H -2.902045 6.112130 1.368336 0.000 0.008 -0.002 0.4166
H -0.607806 5.716276 0.561642 0.008 0.022 -0.015 0.4200
H 0.589444 3.645655 1.160954 0.050 -0.017 -0.038 0.1023
H 0.539657 2.616967 5.326315 0.005 0.009 -0.009 0.3335
H -0.157490 2.227199 7.654209 0.000 0.005 0.007 0.4106
H -1.814764 0.467113 8.171821 0.000 -0.003 0.010 0.3755
H -2.749093 -0.923145 6.351727 -0.010 -0.009 0.015 0.4330
H -2.011810 -0.569389 4.025688 0.008 0.011 -0.024 0.4077
N -2.404092 0.604292 -0.339549 0.087 -0.219 -0.018 1.0944
C -3.425815 -0.008805 0.374676 -0.115 0.062 0.043 0.5783
C -4.527942 0.751690 0.774944 0.012 0.029 -0.003 -0.8282
C -5.580922 0.191003 1.469437 -0.055 -0.023 0.046 -0.5556
C -5.555468 -1.159005 1.791257 0.048 -0.007 -0.034 -1.0416
C -4.470772 -1.919525 1.385999 -0.044 -0.036 0.058 -0.9489
C -3.400211 -1.388123 0.665273 -0.088 -0.049 0.009 0.0268
C -2.284596 -2.295681 0.272383 -0.017 0.049 -0.033 0.9197
C -2.574196 -3.632598 -0.046715 0.061 -0.068 0.028 -0.5912
C -1.560999 -4.557777 -0.249631 0.021 -0.004 0.040 -1.2113
C -0.222323 -4.169291 -0.173223 -0.083 -0.003 -0.031 -0.5652
C 0.019799 -2.835187 0.086314 -0.150 0.013 0.092 1.2973
C -0.951563 -1.866928 0.319598 -0.178 -0.148 0.028 0.8451
H -1.514444 0.174211 -0.105928 0.135 0.154 -0.200 -1.8585
H -2.362680 1.608992 -0.237841 -0.017 0.029 -0.015 0.3462
H -4.532470 1.809064 0.537016 -0.001 0.039 0.004 0.4588
H -6.412906 0.812261 1.776916 -0.010 0.007 -0.008 0.4013
H -6.358011 -1.611666 2.357610 -0.010 0.002 0.009 0.4109
H -4.430490 -2.965463 1.664896 -0.009 0.000 -0.005 0.4738
H -3.603624 -3.962504 -0.112923 -0.026 0.005 0.007 0.5844
H -1.812116 -5.592576 -0.449951 0.007 -0.011 -0.002 0.3670
H 0.586030 -4.884455 -0.274201 0.009 -0.009 0.015 0.5618
H 1.813637 -2.870875 0.864507 -0.019 -0.071 -0.003 0.2959
O 2.377522 -1.517267 2.996609 0.184 0.079 -0.002 -0.4945
Cl 1.425256 -2.552154 3.456272 -0.011 0.201 -0.015 0.9057
O 1.653343 -3.753193 2.641811 0.055 -0.084 -0.107 -0.5881
O 0.090608 -1.980210 3.062519 -0.114 -0.062 -0.106 -0.3389
O 1.332963 -2.324243 0.210105 -0.137 -0.029 0.088 -0.8688
N -0.122986 -3.373311 -4.780144 0.009 -0.063 0.088 -0.1321
C 1.047642 -2.493131 -4.408673 -0.074 -0.053 -0.092 -0.9934
C 0.922083 -2.171916 -2.935153 0.066 -0.024 0.006 -0.0924
N -0.345472 -1.515113 -2.715105 -0.024 0.076 0.090 0.8227
C -1.475395 -2.365413 -3.019682 -0.104 -0.048 -0.056 -0.0951
C -1.445219 -2.696551 -4.493829 0.086 0.017 -0.104 -1.1027
H -0.073155 -4.219468 -4.205767 -0.002 0.011 -0.016 0.3860
H -0.066645 -3.663046 -5.754581 0.001 0.040 -0.007 0.3641
H 0.961308 -1.600464 -5.027587 0.030 0.012 0.034 0.3320
H 1.953886 -3.042907 -4.656862 0.031 0.035 0.044 0.4619
H 1.737041 -1.511633 -2.634883 -0.006 0.007 -0.027 0.3539
H 1.037294 -3.101366 -2.352543 -0.004 -0.013 -0.018 0.1156
H -0.421524 -1.226133 -1.739831 -0.014 -0.009 -0.123 -0.4547
H -2.400109 -1.832725 -2.795419 0.020 0.014 -0.008 0.4566
H -1.484606 -3.294872 -2.428614 0.011 0.032 -0.049 0.0218
H -1.461510 -1.795767 -5.106773 -0.061 0.019 0.030 0.1989
H -2.229906 -3.384803 -4.801753 -0.042 0.013 0.044 0.4963
```
Forces are in eV/Å.

LUMO (spin up / spin down): -0.926 / -0.927 eV
gap between HOMO and LUMO (spin up / spin down): 5.59 / 5.68 eV
multiplicity: 4

***

# C4H8NO2

A molecular structure, C4H8NO2 at a distorted geometry (ωB97M-V/def2-TZVPD, OMol25).

Structure (XYZ):
```
15
Properties=species:S:1:pos:R:3:forces:R:3:mulliken_charge:R:1
C 0.836358 -0.972264 -0.311258 0.671 0.936 -0.322 -1.1876
C 1.837498 0.068745 0.217874 1.418 0.678 1.571 0.6109
C 1.386136 1.346960 0.941798 0.179 -0.448 -0.337 -0.9710
N 3.164771 -0.020889 -0.059554 -4.004 0.907 -1.066 -0.7495
C -3.903091 -0.505815 -0.374733 0.050 0.287 0.538 0.0210
O -3.024844 -1.260982 0.106080 -0.128 0.120 -0.013 -0.6255
O -4.755645 0.216551 0.189756 0.230 -0.303 -0.007 -0.6490
H 0.258806 -1.456352 0.476843 0.047 0.184 0.055 0.3390
H 0.120236 -0.514713 -1.014112 0.103 -0.253 0.296 0.3145
H 1.505840 -1.679660 -0.805958 -0.534 -0.253 -0.103 0.4540
H 2.571149 0.095685 -1.007574 2.341 -1.285 -0.384 0.2385
H 2.270513 1.817197 1.372535 -0.079 -0.121 0.040 0.3439
H 0.566418 1.315328 1.652810 -0.191 -0.334 -0.036 0.3587
H 1.075020 1.986299 0.100017 -0.093 -0.034 0.292 0.2433
H -3.909163 -0.436089 -1.484524 -0.009 -0.081 -0.524 0.2588
```
Forces are in eV/Å.

LUMO: 3.283 eV
total charge: -1
gap between HOMO and LUMO: 7.25 eV

***

# C8H9BBrClN4O6P

2 unconnected molecules or ions with the total composition C8H9BBrClN4O6P at a distorted geometry (ωB97M-V/def2-TZVPD, OMol25).

Structure (XYZ):
```
31
Properties=species:S:1:pos:R:3:forces:R:3:mulliken_charge:R:1
N 1.502705 1.131313 -2.548960 -2.142 -0.946 0.723 -0.5245
B 1.111348 0.121666 -1.547079 1.310 0.152 -1.015 0.1521
O 1.861480 -1.064050 -1.496565 -2.186 0.842 -0.240 -0.2451
C -0.118381 0.467870 -0.535600 -0.655 0.956 0.884 0.3250
N -0.303453 1.812471 -0.317915 -1.671 -2.924 0.881 -0.3056
C -1.388299 2.081759 0.506929 -0.432 0.885 0.370 0.3725
C -1.702075 3.531578 0.798520 -1.807 -0.502 1.222 -0.0831
Br -0.519823 4.883389 -0.021394 -1.031 -1.052 0.732 -0.1636
C -2.828957 3.963076 1.627737 1.808 -2.897 -1.293 -0.4046
C -3.697288 2.871286 2.205713 2.071 -0.675 -1.494 -0.4098
C -3.408349 1.475404 1.930529 0.299 1.989 -0.108 -0.3609
C -2.232987 1.024415 1.086791 -1.914 1.717 1.200 0.3400
N -2.061660 -0.347961 0.931985 2.778 2.311 -2.138 -0.5646
C -0.990830 -0.581368 0.103359 0.070 0.154 1.555 0.1421
P -0.669414 -2.432217 -0.276667 -0.706 -1.096 -1.010 0.0470
N 0.845904 -2.947646 0.411095 -1.452 1.114 0.512 -0.4219
O -1.847195 -3.300488 0.626975 1.985 1.311 0.323 -0.4673
H 0.778153 1.854728 -2.636306 0.657 -0.185 -0.036 0.2505
H 1.675143 0.705520 -3.462337 0.494 0.329 0.447 0.2428
H 1.581448 -1.705001 -2.181672 0.854 0.114 0.577 0.2699
H -2.968882 5.054008 1.800312 -0.060 -1.168 -0.079 0.3421
H -4.548995 3.196023 2.847067 0.760 -0.580 -0.637 0.3187
H -4.110946 0.712130 2.368009 1.080 0.734 -0.628 0.3368
H 1.337621 -2.151189 0.823152 0.396 -0.657 -0.137 0.2418
H 0.742634 -3.729298 1.060848 0.157 0.343 -0.179 0.2548
H -1.493592 -3.278868 1.544470 -0.714 -0.093 -0.413 0.3040
O 5.644571 -3.754022 -1.049460 -0.071 0.027 0.007 -0.7051
Cl 4.691050 -2.668613 -1.129226 0.047 0.056 0.005 1.6884
O 4.004638 -2.535643 0.139037 0.050 -0.041 -0.003 -0.6403
O 3.728743 -2.952810 -2.175646 0.095 -0.148 -0.032 -0.6656
O 5.385687 -1.437463 -1.433701 -0.071 -0.070 0.004 -0.6662
```
Forces are in eV/Å.

LUMO: 1.019 eV
total charge: -1
gap between HOMO and LUMO: 6.70 eV